One molecule with the formula C8H7NO3 in a non-equilibrium geometry. Source: the Open Molecules 2025 dataset; level of theory: wB97M-V/def2-TZVPD.

Geometry as XYZ:
```
19
Properties=species:S:1:pos:R:3:forces:R:3
O -1.7268 2.4939 0.1232 -0.9201 0.0847 -0.1410
C -1.3799 1.3352 -0.0025 1.6483 3.5413 0.8181
N -2.0608 0.2439 -0.1849 1.5473 -3.0179 -0.7523
C -1.2669 -1.0367 -0.0862 -1.6115 2.4032 1.2472
O -1.7920 -1.6098 1.1015 0.3579 -0.4733 0.0763
O -1.4965 -1.8282 -1.1502 -1.9937 -2.9718 0.2063
C 0.0991 -0.4643 0.0085 1.9357 0.9831 -0.9597
C 1.3387 -1.0697 -0.1298 -0.2134 2.9805 1.5378
C 2.4785 -0.2278 -0.0785 -0.1825 -0.6212 -0.6290
C 2.4955 1.1622 -0.1010 -5.1794 -2.4420 0.2903
C 1.1808 1.7355 0.0082 1.2712 1.1751 0.9424
C 0.0456 0.9562 0.0693 0.8529 -2.3358 -0.4929
H -2.9894 0.0317 -0.1743 -3.1516 0.4862 -0.0361
H -1.9603 -0.8613 1.7047 0.1830 -0.6187 -0.2312
H -2.2784 -2.4807 -0.9153 2.2906 1.9655 -0.5966
H 1.4813 -2.0804 0.0164 0.1713 -2.1395 -0.2808
H 3.3976 -0.7626 -0.0796 0.8582 -0.2026 -0.1651
H 3.3404 1.6515 -0.3802 2.2833 1.7306 -0.0101
H 1.0935 2.8112 0.2505 -0.1476 -0.5276 -0.8235
```
Positions in Å, forces in eV/Å.

For the HOMO-LUMO gap, the calculation gives 10.023 eV. For the energy above the lowest of the compared OMol25 structures with the same formula, charge and spin, the calculation gives 3.2 kcal/mol. Its structure (SMILES) is O=C1NC(O)(O)c2ccccc21. For the largest force on an atom, the calculation gives 5.73 eV Å⁻¹. The value obtained for the lowest unoccupied orbital energy is 0.436 eV. For the HOMO energy, the calculation gives -0.35233 Ha.

In elementary charge units, the natural (NBO) charges are: atom 1 (O): -0.6029, atom 2 (C): 0.6369, atom 3 (N): -0.6248, atom 4 (C): 0.6389, atom 5 (O): -0.7205, atom 6 (O): -0.6800, atom 7 (C): -0.0558, atom 8 (C): -0.1909, atom 9 (C): -0.1763, atom 10 (C): -0.2015, atom 11 (C): -0.1502, atom 12 (C): -0.1380, atom 13 (H): 0.4012, atom 14 (H): 0.4891, atom 15 (H): 0.4996, atom 16 (H): 0.2171, atom 17 (H): 0.2047, atom 18 (H): 0.2187, atom 19 (H): 0.2348